No. 1
A gas-phase ion, C7H13O (charge -1) at a distorted geometry. Source: the Open Molecules 2025 dataset; level of theory: the ωB97M-V functional and the def2-TZVPD basis.

XYZ file:
```
21
Properties=species:S:1:pos:R:3:forces:R:3:lowdin_charge:R:1
C -1.1189 2.1591 2.9120 -0.2955 0.3017 0.3306 -0.027
C -0.0771 1.7933 2.1894 0.3993 -0.8022 -0.2458 -0.192
C 0.0715 0.4515 1.5050 -0.1635 0.1021 0.3623 -0.234
C -0.6556 0.3472 0.1832 -0.2128 -0.0157 -1.3067 -0.231
C -0.3023 -0.9261 -0.6242 -0.9911 -0.2450 -0.1643 -0.244
C 0.2807 -0.6905 -2.0057 1.6637 -0.6966 -0.0888 -0.219
C 1.2747 -1.8411 -2.5240 -0.1658 0.1943 0.1412 -0.574
O 2.3495 -1.3542 -3.1539 -0.2451 -0.0941 -0.1700 -0.379
H -1.1935 3.1298 3.3977 0.0952 -0.1025 -0.1302 0.041
H -1.9607 1.4883 3.0643 0.0655 -0.0031 -0.0707 0.055
H 0.7962 2.4191 2.0558 -0.1640 0.4781 0.0695 0.092
H -0.2689 -0.3564 2.1561 -0.0994 0.0057 0.1286 0.111
H 1.1288 0.2613 1.3340 0.1557 -0.0081 -0.0981 0.110
H -0.4519 1.2140 -0.4569 0.3426 0.0203 0.1787 0.105
H -1.7371 0.3932 0.2780 -0.2497 0.0318 0.5940 0.096
H 0.3436 -1.5752 -0.0255 0.2960 0.1143 -0.1112 0.090
H -1.2173 -1.5227 -0.7662 0.0532 0.0475 0.2542 0.099
H 1.0088 0.1215 -1.9715 -0.2214 0.3833 -0.0352 0.084
H -0.4399 -0.5205 -2.8080 -0.2433 0.2786 0.2708 0.089
H 1.5403 -2.4446 -1.6124 -0.1089 -0.0150 0.1525 0.063
H 0.6290 -2.5471 -3.1274 0.0895 0.0246 -0.0614 0.065
```
Forces are in eV/Å.

Values from the calculation:
Energy relative to the best compared isomer or geometry (same formula, charge and spin) ... 62.79 kJ/mol
Maximum force ... 1.81 eV/A
SMILES ... C=CCCCCC[O-]
E ... -349.6979 hartree
Gap between HOMO and LUMO ... 5.40 eV
LUMO ... 3.270 eV
Charge ... -1
Multiplicity ... 1

No. 2
C2H4FN in the gas phase at a distorted geometry. Source: the Open Molecules 2025 dataset; level of theory: the ωB97M-V functional and the def2-TZVPD basis.

XYZ file:
```
8
Properties=species:S:1:pos:R:3:forces:R:3:lowdin_charge:R:1
C 0.4621 0.6448 -0.2107 -1.0514 -1.6440 -1.4613 -0.289
C -0.3872 -0.5765 0.3049 -0.3628 1.4177 0.0044 0.048
N 1.6495 0.3366 0.4691 3.5563 0.6744 1.2180 0.024
F 2.6375 -0.4183 -0.2210 -1.7753 0.7702 -0.2798 -0.102
H 0.5317 0.8180 -1.3581 -0.1270 -0.5431 1.8583 0.143
H 0.0996 1.5340 0.3119 0.0677 0.0800 -0.3895 0.098
H -0.9743 -0.3278 1.1934 -0.2328 -0.2078 -0.5943 0.046
H 0.1818 -1.4793 0.3902 -0.0747 -0.5475 -0.3557 0.032
```
Forces are in eV/Å.

Values from the calculation:
Energy relative to the best compared isomer or geometry (same formula, charge and spin) ... 115.42 kJ/mol
Maximum force ... 3.82 eV/A
E ... -232.9991 hartree
Gap between HOMO and LUMO (alpha / beta) ... 9.91 / 9.48 eV
LUMO (alpha / beta) ... 1.230 / -1.387 eV
Charge ... 0
Multiplicity ... 3

No. 3
A molecular structure, C42H44F6MnN6O7P2S3Si2 at a distorted geometry. Source: the Open Molecules 2025 dataset; level of theory: the ωB97M-V functional and the def2-TZVPD basis.

XYZ file:
```
113
Properties=species:S:1:pos:R:3:forces:R:3:lowdin_charge:R:1
Mn -0.1039 0.0007 -0.6909 -0.6733 1.3233 2.8175 0.849
C -5.0035 0.5891 0.4143 -0.5585 0.3294 -0.1839 -0.166
Si -3.5167 -0.4960 -0.0736 0.3629 -0.6475 2.3735 0.411
C -3.6106 -0.9954 -1.7917 -0.7294 -0.1482 -1.1787 -0.188
C -3.4212 -2.1616 0.9705 -0.4637 0.5355 0.0923 -0.151
N -2.0105 0.4475 0.1781 1.7362 -0.8073 -1.2536 -0.252
P -1.4017 1.0581 1.5398 -2.4284 2.7591 0.2556 0.668
C 0.2356 1.1854 1.3430 2.3410 -1.2992 -1.7540 -0.247
P 1.3929 2.0759 0.3572 -0.6077 1.1165 3.0569 0.711
N 0.7023 1.9139 -1.0219 -1.2314 -1.5861 -2.0800 -0.269
Si 0.2896 2.9786 -2.3438 1.1795 0.5522 -1.2423 0.373
C -1.0151 2.1917 -3.3734 0.5836 -2.0824 1.1477 -0.155
C -0.4150 4.6137 -1.8373 0.4336 0.1450 0.8749 -0.155
C 1.9098 3.2675 -3.3443 -2.1933 1.2868 -0.4540 -0.152
C 1.6890 3.8017 0.8702 1.7649 -1.9541 -1.8184 -0.302
C 0.9428 4.4339 1.7861 -0.6326 1.1850 1.8416 -0.084
C 1.2823 5.7411 2.1311 -0.2034 1.0609 -0.2084 -0.050
C 2.3143 6.4399 1.5160 -0.8998 -1.1342 0.6801 -0.055
C 3.0824 5.7240 0.6265 1.0655 1.8912 -1.0744 -0.090
C 2.7983 4.4399 0.2787 0.2000 -1.2457 -0.9950 -0.074
C 2.9159 1.1840 0.5297 0.5475 -1.5387 -1.1185 -0.318
C 3.2399 0.2579 -0.5017 -1.8937 2.5702 -1.0350 -0.093
C 4.2134 -0.6608 -0.3174 -0.0388 -1.2243 0.2626 -0.068
C 4.8315 -0.7761 0.9227 -0.0779 0.5100 0.1078 -0.054
C 4.5180 0.0929 1.9668 0.7517 0.7835 -0.0200 -0.067
C 3.5746 1.0745 1.7459 -1.7128 1.8791 0.9201 -0.097
C -1.9033 0.2029 2.9871 -1.7592 0.2985 1.6608 -0.317
C -1.0222 -0.5635 3.7438 0.7170 0.4501 -1.4189 -0.084
C -1.4754 -1.3004 4.8140 -0.6318 -0.8674 1.0188 -0.056
C -2.8343 -1.1815 5.2021 0.9920 -0.3838 0.9048 -0.059
C -3.6439 -0.2216 4.6246 -0.5955 -0.4386 -0.3704 -0.085
C -3.2453 0.4133 3.4702 1.0894 0.1414 -1.0335 -0.081
C -2.1674 2.7646 1.7690 0.6479 -1.3609 -0.2037 -0.286
C -2.2761 3.3934 3.0143 -0.1629 0.2392 -1.2069 -0.093
C -2.7931 4.6879 3.0147 0.5636 0.0028 1.5801 -0.072
C -3.2831 5.3053 1.8815 0.0624 -1.8811 -0.4282 -0.067
C -3.3099 4.5910 0.7064 1.2784 -0.8456 -0.8846 -0.060
C -2.5894 3.3902 0.6042 -1.2218 -0.0040 0.1942 -0.101
H -5.6719 0.0574 1.1201 0.3525 0.1416 -0.3152 0.038
H -5.5853 0.7147 -0.5320 0.3175 -0.0473 0.6343 0.042
H -4.8658 1.6205 0.8238 0.2604 -0.8684 -0.3446 0.026
H -4.5558 -1.5641 -1.9687 0.8614 0.0618 0.1441 0.076
H -2.7213 -1.5739 -2.0298 -0.1476 -0.3581 -0.3100 0.019
H -3.6533 -0.1687 -2.5010 0.1323 0.1365 -0.0015 0.042
H -2.7050 -2.8996 0.5417 -0.3917 0.5722 0.2766 0.026
H -4.4316 -2.5960 0.8664 0.2758 -0.0582 -0.1752 0.029
H -3.2926 -2.1117 2.0848 0.2127 0.2421 -1.0391 0.025
H -1.6525 1.6156 -2.6528 0.3281 0.0814 -0.6386 0.033
H -0.5335 1.4944 -4.0888 -0.7713 0.4395 0.2053 0.019
H -1.6740 2.8947 -3.8049 -0.4688 0.7987 -0.8849 0.028
H -1.4501 4.7231 -2.1391 -0.0622 0.2208 -0.2397 0.032
H 0.2232 5.4356 -2.1515 -0.1730 0.1622 -0.4694 0.041
H -0.3901 4.7044 -0.7608 -0.1827 0.0114 0.5301 0.003
H 2.4865 2.3682 -3.3895 0.5309 -0.3683 -0.1938 -0.006
H 2.4524 4.1554 -2.9560 -0.1135 -0.6534 -0.3365 0.024
H 1.4608 3.5227 -4.3738 1.0411 -0.3144 1.2450 0.066
H 0.1483 3.9402 2.3291 -0.1428 0.0004 -0.2143 0.090
H 0.6860 6.3191 2.8037 -0.4853 -0.1100 0.5822 0.101
H 2.4930 7.4845 1.7327 0.0749 -0.0976 0.0184 0.114
H 3.8377 6.3337 0.1194 0.1370 -0.7583 0.0113 0.120
H 3.4151 3.9284 -0.5119 -0.6973 0.4642 0.9957 0.134
H 2.7070 0.3533 -1.5066 0.8024 -0.2897 1.4969 0.096
H 4.2966 -1.3781 -1.1215 0.7473 -0.1742 0.0955 0.122
H 5.5707 -1.5197 1.0692 0.6295 -0.6539 0.1377 0.105
H 5.0999 0.1962 2.8908 -0.2957 -0.7501 -0.3284 0.120
H 3.1938 1.8136 2.5372 1.0868 -1.2536 -0.8320 0.143
H 0.0076 -0.5361 3.3304 -0.5355 -0.5129 0.8163 0.095
H -0.7918 -1.9847 5.3566 -0.6066 0.5221 -0.4344 0.121
H -3.2849 -1.7924 6.0158 0.7667 0.4773 -0.5889 0.124
H -4.6435 -0.0757 5.0242 0.0852 0.0204 -0.1775 0.115
H -3.9631 1.0317 2.9070 0.5720 -0.2261 0.4073 0.104
H -1.9298 2.8771 3.9024 -0.1634 0.2494 0.1014 0.114
H -2.8074 5.2002 3.9747 -0.1041 0.1117 -0.1959 0.111
H -3.7218 6.2408 1.8460 -0.7572 1.8113 0.5444 0.088
H -3.8031 4.9398 -0.1849 -0.0040 0.4282 -0.1004 0.110
H -2.5326 2.8575 -0.3504 0.0015 0.2107 0.3362 0.098
O 1.7929 -9.9738 0.2268 -0.6821 -0.1821 0.2303 -0.358
S 2.4842 -8.8680 -0.3917 -0.2728 -1.3920 -1.5270 0.379
O 1.7988 -8.2462 -1.5251 0.0599 0.2565 1.1525 -0.377
O 3.8639 -9.1737 -0.6906 0.7395 0.5335 0.3410 -0.354
C 2.5196 -7.7033 0.9824 0.8949 -1.4390 0.4651 -0.355
N 2.9763 -8.1581 2.1865 -0.6111 2.4701 0.6981 0.152
C 3.0340 -7.1568 3.1228 0.2345 -1.6698 -1.1580 -0.090
C 2.7569 -5.8321 2.8210 0.3923 1.1790 0.3625 -0.024
C 2.2695 -5.5321 1.5686 -0.1810 -0.1380 -0.1390 -0.225
N 2.1233 -6.5043 0.6873 -0.4343 1.2886 -0.5392 0.142
C 1.7704 -4.1801 1.1029 2.0631 -1.3297 1.2833 -0.119
C 2.2664 -2.9873 1.6596 -2.3615 1.0682 -1.1840 0.049
C 1.5706 -1.8277 1.2501 1.5500 -1.3250 1.1098 -0.129
N 0.6387 -1.8341 0.3062 -1.1186 1.5737 -0.7640 0.001
C 0.2654 -2.9473 -0.2943 1.8461 -2.5890 1.3063 -0.091
C 0.8707 -4.2106 0.0851 -2.4067 3.0806 -1.6289 0.056
H 3.3347 -7.4383 4.1389 -0.0001 0.0038 -0.4712 0.111
H 3.0011 -5.0156 3.4983 -0.2931 -0.3476 0.2766 0.100
H 3.0784 -2.9238 2.3626 -0.0531 -0.1243 0.1993 0.113
H 1.7605 -0.8883 1.7229 0.2204 0.5046 -0.0029 0.069
H -0.4575 -2.7904 -1.0510 -0.5672 -0.5595 -0.7357 0.085
H 0.6056 -5.0942 -0.4675 0.0130 -0.4267 0.2484 0.130
F 2.2449 -3.0186 -4.5852 -0.5675 0.5903 0.9863 0.169
C 1.3880 -2.7816 -3.5915 -0.3152 -0.9957 0.2090 -0.552
F 0.3616 -3.6793 -3.7186 1.2511 1.3975 0.5834 0.127
F 2.0126 -2.9310 -2.3755 -0.6982 0.0727 -1.7462 0.104
S 0.7167 -0.9969 -3.6369 -0.4000 0.6759 -0.0253 0.654
O -0.2470 -0.9467 -2.4579 0.5650 -0.4084 -0.8334 -0.423
O 1.8192 -0.1084 -3.3870 0.2240 -0.5235 -0.0630 -0.298
N 0.1113 -0.6868 -5.0146 -0.1749 -1.4668 0.5719 -0.299
S -1.1884 -1.3729 -5.7839 -0.8119 1.8478 0.4195 0.696
O -2.4005 -1.2325 -4.9595 1.9897 -0.4182 -1.4419 -0.300
O -0.9099 -2.5638 -6.5369 -0.0240 0.4662 0.8554 -0.260
C -1.1006 0.0462 -7.0876 -2.5780 -1.5413 1.8262 -0.723
F -1.4466 1.2033 -6.5340 0.4235 0.3146 0.1338 0.141
F -2.0476 -0.2632 -7.9623 -0.1249 -0.0276 -0.7753 0.142
F 0.0528 0.0920 -7.6347 1.4953 0.3005 -0.8086 0.210
```
Forces are in eV/Å.

Values from the calculation:
Maximum force ... 4.24 eV/A
E ... -6688.4023 hartree
Gap between HOMO and LUMO (alpha / beta) ... 2.67 / 3.36 eV
LUMO (alpha / beta) ... -4.129 / -3.431 eV
Charge ... 0
Multiplicity ... 4

No. 4
2 unconnected molecules or ions with the total composition C6H6N4 at a distorted geometry. Source: the Open Molecules 2025 dataset; level of theory: the ωB97M-V functional and the def2-TZVPD basis.

XYZ file:
```
16
Properties=species:S:1:pos:R:3:forces:R:3:lowdin_charge:R:1
C 1.7259 1.5607 -0.0747 -2.0610 -1.3403 3.1978 -0.034
C 1.0692 0.0639 -0.1860 0.5373 0.4028 -1.2599 -0.305
C 0.9565 -2.3078 0.0366 0.3602 0.7196 -2.8193 -0.145
C -1.0197 -1.2459 -0.1838 1.2532 3.2202 1.6789 -0.341
C -2.4769 0.2532 -0.1538 -5.3019 2.2418 2.6989 -0.268
C -0.3130 0.0472 -0.0670 -2.2151 -2.1370 -2.4357 -0.170
H 1.4425 1.5609 1.4092 0.8237 0.7842 -4.3987 0.195
H 2.8321 1.5667 -0.0619 -0.8199 0.1572 -0.4392 0.031
H 1.1435 2.4596 -0.6885 1.6752 -2.6186 1.8184 0.109
H 1.4555 -3.3674 0.1645 -0.5709 2.6503 -0.3265 0.133
H -3.3636 1.0338 0.1764 1.1999 -3.0746 -1.3373 0.176
H -0.9971 1.9488 0.3652 -2.9558 -2.9985 -2.3094 0.242
N 1.7314 -1.1563 -0.3740 -2.0591 -0.0813 3.3755 0.081
N -0.3937 -2.3736 -0.0310 2.1058 -1.4960 0.7579 0.102
N -2.3765 -1.0569 -0.0974 -0.2605 1.2981 -1.0751 0.140
N -1.4159 1.0129 -0.2339 8.2887 2.2720 2.8736 0.054
```
Forces are in eV/Å.

Values from the calculation:
Energy relative to the best compared isomer or geometry (same formula, charge and spin) ... 475.67 kJ/mol
Maximum force ... 9.06 eV/A
E ... -451.0917 hartree
Gap between HOMO and LUMO ... 9.26 eV
LUMO ... 0.013 eV
Charge ... 0
Multiplicity ... 1

No. 5
A molecular structure, ClHO3S at a distorted geometry. Source: the Open Molecules 2025 dataset; level of theory: the ωB97M-V functional and the def2-TZVPD basis.

XYZ file:
```
6
Properties=species:S:1:pos:R:3:forces:R:3:lowdin_charge:R:1
O -0.0131 2.0967 0.7645 1.2586 -4.4341 -1.9206 -0.414
O 0.2320 0.1498 -1.5397 -0.1286 0.0593 -1.3473 -0.407
O -0.3920 -1.0037 0.6501 -0.9439 1.0301 -1.0945 -0.794
S 0.4565 0.2132 -0.1509 0.4877 1.8415 3.7732 0.829
Cl -2.0978 -0.9241 0.1447 1.7523 -0.0270 0.6455 0.638
H 1.8144 -0.5318 0.1314 -2.4260 1.5302 -0.0563 0.148
```
Forces are in eV/Å.

Values from the calculation:
Energy relative to the best compared isomer or geometry (same formula, charge and spin) ... 689.12 kJ/mol
Maximum force ... 4.99 eV/A
E ... -1084.4010 hartree
Gap between HOMO and LUMO ... 8.70 eV
LUMO ... -2.106 eV
Charge ... 0
Multiplicity ... 1